Record 1
Entry from the OMol25 dataset: an isolated molecule of C4H4FNO4S (wB97M-V/def2-TZVPD).

Geometry as ORCA input:
```
! RIJCOSX wB97M-V def2-TZVPD def2/J DEFGRID3
* xyz 0 1
C -0.18 -1.58 -0.45
C -1.37 -2.14 -0.34
C -0.02 -0.16 -0.40
C -1.12 0.53 0.19
N 1.11 1.76 0.83
O 2.62 -0.03 -0.01
O 1.55 1.52 -1.68
O -2.45 -1.37 -0.12
O -2.26 -0.21 0.61
F -1.41 1.86 0.29
S 1.54 0.84 -0.43
H 0.78 -2.08 -0.48
H -1.40 -3.15 -0.20
H 0.93 2.72 0.62
H 1.67 1.51 1.59
*
```

The value obtained for the orbital gap (alpha / beta) is 8.20 / 8.20 eV. As for the structure (SMILES): NS(=O)(=O)C1=C(F)OOC=C1.

***

Record 2
Entry from the OMol25 dataset: an isolated molecule of C4H4FNOS (wB97M-V/def2-TZVPD).

Geometry as ORCA input:
```
! RIJCOSX wB97M-V def2-TZVPD def2/J DEFGRID3
* xyz 0 1
C -0.87 -0.91 -0.24
C 0.06 0.34 -0.45
C -0.03 1.18 -1.52
C 0.82 0.97 0.77
H 0.12 -1.43 1.39
H -1.18 -2.37 1.09
H 0.76 1.90 -1.69
H 0.65 2.23 0.91
N -0.48 -1.69 0.75
O -1.98 -1.16 -0.73
F -0.82 1.03 -2.53
S 1.65 0.12 1.89
*
```

The value obtained for the orbital gap is 8.23 eV. As for the structure (SMILES): NC(=O)/C(C=S)=C\F.

***

Record 3
Entry from the OMol25 dataset: an isolated molecule of C4H4FNOS (wB97M-V/def2-TZVPD).

Geometry as ORCA input:
```
! RIJCOSX wB97M-V def2-TZVPD def2/J DEFGRID3
* xyz 0 1
C 0.65 0.43 0.18
C -0.19 1.26 -0.54
C -1.31 0.56 -0.78
C -1.16 -0.75 -0.46
H 1.86 0.71 2.04
H 0.12 2.26 -0.80
H -1.72 -1.61 -0.43
H 1.28 -2.11 0.27
N 0.03 -0.84 0.18
O 0.50 -1.91 0.80
F -2.31 1.27 -1.25
S 2.24 0.72 0.78
*
```

The value obtained for the orbital gap is 9.02 eV. As for the structure (SMILES): On1cc(F)cc1S.

***

Ordered ΔE to the lowest compared entry with this formula, charge and spin results: 0.504 1.992 2.488; unit eV.
Ordered strongest force on any atom results: 5.441 5.507 4.388; unit eV/Å.